Computed, not measured: C33H33F5N6PPd as an isolated structure, with ωB97M-V with the def2-TZVPD basis set.

## Properties
Electronic energy: -2573.4800 a.u.
Energy above the lowest of the compared OMol25 structures with the same formula, charge and spin: 0.000 eV
Gap between HOMO and LUMO: 0.2239 Ha
HOMO energy: -16.001 eV
Net charge: +3

Last column: Löwdin charge in e.
Cartesian coordinates (Å):
Pd (0.191, 1.271, -0.959)  0.98
N (1.422, 1.240, -2.562)  -0.04
C (0.738, 1.941, -3.692)  -0.17
C (-0.710, 1.504, -3.717)  -0.15
N (-1.323, 1.653, -2.356)  -0.13
C (-2.048, 2.936, -2.160)  -0.16
C (-1.122, 4.154, -2.098)  -0.22
N (-0.048, 3.944, -1.115)  0.00
H (2.300, 1.718, -2.365)  0.11
H (1.655, 0.285, -2.833)  0.08
H (1.225, 1.716, -4.642)  0.14
H (0.832, 3.006, -3.507)  0.10
H (-0.776, 0.450, -3.994)  0.13
H (-1.272, 2.076, -4.457)  0.14
H (-2.007, 0.908, -2.257)  0.12
H (-2.620, 2.847, -1.236)  0.11
H (-2.759, 3.071, -2.978)  0.14
H (-1.745, 5.020, -1.865)  0.14
H (-0.686, 4.355, -3.076)  0.11
H (-0.379, 4.242, -0.204)  0.07
H (0.744, 4.545, -1.316)  0.10
C (4.430, -0.261, -0.639)  -0.14
P (2.889, -1.116, -0.323)  1.09
C (2.308, -1.845, -1.846)  -0.35
C (3.265, -2.260, -2.780)  -0.05
C (2.865, -2.897, -3.946)  -0.02
C (1.519, -3.130, -4.187)  -0.02
C (0.563, -2.724, -3.261)  -0.04
C (0.950, -2.086, -2.094)  -0.11
C (3.167, -2.335, 0.930)  -0.32
C (2.595, -3.606, 0.816)  -0.05
C (2.810, -4.536, 1.819)  -0.03
C (3.582, -4.202, 2.924)  -0.01
C (4.150, -2.937, 3.039)  -0.03
C (3.946, -1.996, 2.046)  -0.06
H (5.157, -1.013, -0.946)  0.09
H (4.809, 0.217, 0.262)  0.07
H (4.322, 0.482, -1.426)  0.07
H (4.323, -2.109, -2.612)  0.11
H (3.611, -3.217, -4.661)  0.13
H (1.214, -3.638, -5.092)  0.13
H (-0.484, -2.929, -3.442)  0.12
H (0.198, -1.786, -1.378)  0.09
H (2.013, -3.874, -0.055)  0.11
H (2.383, -5.526, 1.735)  0.13
H (3.753, -4.936, 3.700)  0.13
H (4.762, -2.693, 3.896)  0.13
H (4.408, -1.020, 2.140)  0.11
N (-8.615, -1.973, 4.131)  0.21
C (-7.670, -1.463, 3.728)  -0.15
C (-6.481, -0.826, 3.225)  -0.19
C (-6.146, -0.950, 1.880)  0.01
C (-5.002, -0.342, 1.394)  0.00
C (-4.197, 0.377, 2.261)  -0.17
C (-4.517, 0.511, 3.600)  0.01
C (-5.668, -0.091, 4.082)  0.02
N (-2.991, 1.001, 1.759)  0.03
C (-2.360, 2.095, 2.297)  0.02
C (-1.263, 2.329, 1.529)  -0.11
N (-1.218, 1.385, 0.525)  -0.08
C (-2.278, 0.602, 0.697)  -0.11
H (-6.790, -1.508, 1.215)  0.14
H (-4.783, -0.413, 0.337)  0.11
H (-3.882, 1.053, 4.288)  0.12
H (-5.931, 0.003, 5.127)  0.14
H (-2.750, 2.637, 3.140)  0.15
H (-0.536, 3.117, 1.621)  0.12
H (-2.514, -0.274, 0.118)  0.15
F (3.114, 2.010, 0.226)  0.11
C (2.261, 1.309, 0.964)  -0.23
C (1.680, 0.126, 0.410)  -0.23
C (0.777, -0.522, 1.309)  -0.26
F (0.202, -1.648, 0.908)  0.13
C (0.482, -0.083, 2.567)  -0.15
F (-0.403, -0.704, 3.319)  0.19
C (1.097, 1.082, 3.033)  -0.11
F (0.791, 1.545, 4.205)  0.24
C (1.982, 1.787, 2.225)  -0.15
F (2.491, 2.922, 2.653)  0.19

Cartesian forces, eV/Å:
Pd -0.614 -0.213 0.725
N 0.240 0.081 -0.354
C -0.031 -0.016 -0.012
C 0.025 -0.003 0.043
N 0.193 0.044 -0.436
C 0.077 0.295 0.010
C -0.126 -0.213 0.013
N 0.059 0.128 0.086
H 0.012 -0.031 -0.026
H -0.030 -0.018 0.020
H 0.017 -0.012 0.024
H -0.001 0.013 -0.032
H 0.012 -0.002 0.013
H -0.021 0.002 0.017
H -0.034 0.036 0.044
H 0.043 0.004 0.023
H -0.009 -0.037 0.008
H 0.015 0.008 -0.008
H 0.000 -0.017 -0.008
H 0.029 0.029 -0.012
H -0.051 0.052 -0.049
C 0.084 0.056 -0.069
P -0.114 0.105 -0.050
C -0.134 0.038 -0.110
C 0.010 0.013 0.036
C 0.015 0.000 0.007
C -0.019 -0.001 0.013
C 0.023 -0.008 0.000
C 0.032 0.030 -0.011
C -0.046 -0.056 0.103
C 0.117 0.075 -0.025
C 0.009 -0.023 0.022
C -0.014 -0.044 -0.008
C 0.019 0.053 -0.006
C -0.068 -0.056 -0.029
H 0.001 -0.014 0.015
H -0.010 -0.007 -0.005
H 0.054 -0.002 -0.005
H -0.006 0.006 0.006
H 0.000 -0.004 -0.003
H -0.003 0.001 -0.003
H 0.001 0.005 0.000
H -0.018 -0.004 0.049
H -0.034 -0.001 -0.006
H 0.003 -0.002 -0.002
H -0.006 0.000 0.001
H 0.002 0.003 0.001
H -0.007 0.008 0.004
N -0.021 -0.020 0.001
C 0.096 0.069 -0.027
C -0.084 -0.055 0.026
C 0.000 -0.009 -0.021
C -0.108 0.005 -0.088
C 0.126 0.056 -0.059
C -0.006 -0.065 0.122
C 0.036 0.028 0.013
N -0.128 -0.017 0.096
C -0.014 0.059 -0.048
C -0.073 0.070 -0.097
N -0.002 -0.006 -0.125
C 0.162 -0.114 0.042
H -0.004 -0.003 0.004
H 0.033 0.028 0.004
H 0.032 0.006 -0.021
H -0.005 -0.002 0.000
H -0.028 -0.010 0.007
H -0.001 -0.014 0.023
H -0.011 -0.011 0.003
F 0.029 -0.014 0.000
C -0.102 0.162 -0.301
C 0.389 -0.235 0.503
C -0.071 -0.284 -0.131
F 0.033 0.031 -0.017
C 0.072 0.064 0.090
F -0.009 0.005 0.000
C -0.072 -0.127 0.037
F -0.012 0.014 0.067
C 0.005 0.041 -0.088
F 0.044 0.044 -0.030

***

Computed, not measured: C33H33IN4O4PSTa as an isolated structure, with ωB97M-V with the def2-TZVPD basis set.

## Properties
Electronic energy: -2890.1651 a.u.
Gap between HOMO and LUMO: 0.2511 Ha
HOMO energy: -17.591 eV
Net charge: +4

Last column: Löwdin charge in e.
Cartesian coordinates (Å):
Ta (0.682, -2.476, 0.153)  1.21
C (-0.061, -5.615, 0.814)  -0.22
C (1.408, -5.591, 0.391)  -0.12
N (2.117, -4.293, 0.652)  -0.13
C (2.631, -3.976, 2.000)  -0.27
C (1.652, -3.770, 3.111)  -0.39
S (0.187, -2.837, 2.683)  0.91
C (-1.264, -3.963, 2.855)  -0.39
C (-1.891, -4.356, 1.540)  -0.27
N (-0.785, -4.429, 0.486)  -0.22
H (-0.586, -6.441, 0.290)  0.17
H (-0.069, -5.892, 1.830)  0.10
H (1.884, -6.453, 0.811)  0.13
H (1.558, -5.771, -0.693)  0.13
H (2.908, -4.181, -0.032)  0.13
H (3.362, -4.722, 2.249)  0.14
H (3.295, -3.083, 1.875)  0.14
H (1.277, -4.779, 3.496)  0.12
H (2.184, -3.298, 3.987)  0.13
H (-0.934, -4.832, 3.441)  0.10
H (-2.060, -3.440, 3.475)  0.13
H (-2.308, -5.326, 1.825)  0.15
H (-2.621, -3.592, 1.213)  0.02
H (-1.311, -4.609, -0.393)  0.14
I (-1.984, -1.288, 0.263)  1.41
C (-2.582, -0.104, -1.248)  -0.63
C (-3.648, 0.647, -0.876)  -0.14
C (-4.288, 1.507, -1.785)  -0.02
C (-3.846, 1.526, -3.063)  0.03
C (-2.752, 0.701, -3.500)  -0.12
C (-2.355, 0.588, -4.803)  0.04
C (-1.271, -0.213, -5.194)  -0.02
C (-0.438, -0.775, -4.280)  -0.09
C (-0.785, -0.752, -2.880)  -0.32
P (0.566, -0.833, -1.740)  0.94
C (1.312, 0.844, -1.707)  -0.32
C (1.390, 1.533, -0.546)  -0.10
C (1.726, 2.879, -0.602)  -0.05
C (2.013, 3.468, -1.793)  -0.02
C (1.956, 2.763, -3.005)  -0.01
C (1.557, 1.445, -2.972)  -0.04
C (1.579, -2.255, -2.282)  -0.46
C (2.970, -2.290, -1.985)  -0.06
C (3.694, -3.472, -2.336)  -0.03
C (3.098, -4.448, -3.137)  -0.01
C (1.761, -4.368, -3.421)  -0.04
C (0.983, -3.300, -3.024)  -0.10
C (-2.000, -0.069, -2.519)  -0.19
H (-4.031, 0.501, 0.102)  0.08
H (-5.182, 2.054, -1.527)  0.13
H (-4.293, 2.283, -3.726)  0.15
H (-2.930, 1.097, -5.556)  0.14
H (-0.927, -0.257, -6.220)  0.13
H (0.509, -1.250, -4.582)  0.12
H (1.185, 1.073, 0.397)  0.09
H (1.666, 3.436, 0.342)  0.13
H (2.234, 4.514, -1.892)  0.13
H (2.113, 3.232, -3.895)  0.10
H (1.403, 0.879, -3.856)  0.09
H (3.568, -1.443, -1.545)  0.15
H (4.756, -3.638, -2.056)  0.14
H (3.671, -5.281, -3.311)  0.11
H (1.231, -5.188, -3.893)  0.14
H (-0.093, -3.336, -3.316)  0.14
O (-3.078, 7.752, 3.729)  0.12
C (-1.764, 8.204, 3.536)  -0.43
O (-0.998, 7.906, 2.684)  0.17
C (-1.337, 9.067, 4.669)  -0.01
C (-2.050, 10.129, 5.221)  0.07
N (-1.352, 10.563, 6.295)  0.08
N (-0.254, 9.911, 6.553)  0.18
C (-0.226, 8.951, 5.612)  -0.16
C (0.842, 8.054, 5.496)  0.10
O (1.561, 7.231, 5.434)  0.43
O (1.737, -1.522, 1.041)  -0.47
H (-3.358, 7.209, 2.991)  0.12
H (-2.999, 10.418, 4.900)  0.14
H (-1.514, 11.440, 6.748)  0.19

Cartesian forces, eV/Å:
Ta -1.027 -1.501 0.094
C 1.432 -2.089 -2.075
C 0.225 0.152 -1.386
N -0.919 1.019 -1.322
C 2.109 0.867 -0.621
C -0.005 -1.969 1.668
S -1.537 0.650 0.226
C -0.168 0.883 1.602
C 0.781 1.040 -0.132
N -2.397 0.847 -0.323
H 0.698 0.019 0.397
H -0.367 0.182 1.371
H 0.627 -0.320 0.745
H -0.471 0.295 0.336
H -0.882 -0.434 0.947
H 0.118 -0.808 0.566
H -0.888 -0.486 0.067
H 0.437 1.284 -0.407
H -0.685 -0.306 -0.950
H -0.089 0.326 -0.128
H 1.174 -0.499 -0.551
H -0.492 -0.037 -1.142
H 0.137 -1.074 0.243
H 0.564 0.137 0.535
I 0.773 -1.005 1.524
C 0.032 1.214 -0.534
C -0.420 -0.052 -0.377
C -0.116 -0.386 -0.010
C 0.369 0.592 -0.820
C 0.299 -0.365 2.153
C 0.859 -0.713 -1.776
C -0.577 1.265 -0.876
C 0.381 -0.851 2.804
C -0.571 0.783 -1.994
P 0.293 0.490 -0.476
C -0.275 -1.632 -1.955
C 0.203 0.662 0.721
C -0.362 0.093 1.548
C 0.139 0.507 -1.355
C -0.804 -1.620 2.613
C 0.113 0.070 1.289
C 0.463 1.054 0.068
C 1.322 -0.945 0.111
C 0.134 0.984 -0.156
C -0.223 1.868 2.119
C -1.392 -0.594 -0.456
C -0.627 -0.506 0.190
C 0.167 -0.134 -0.858
H -0.509 0.240 0.807
H 0.164 0.172 0.295
H 0.171 -0.836 -0.118
H -0.030 0.198 -0.276
H -0.513 0.056 -0.163
H -0.593 0.329 0.015
H -0.120 -0.241 0.462
H 0.332 -0.058 -0.589
H 0.141 0.343 0.388
H 0.568 1.244 -2.281
H 0.042 -0.270 -0.738
H -1.146 -0.843 -0.231
H -0.791 0.573 -0.206
H 1.104 -1.991 -0.979
H 0.322 0.043 -0.334
H 0.945 0.383 0.507
O 2.279 1.316 0.056
C -1.589 -0.702 1.290
O 0.087 -0.581 -0.878
C -0.463 0.996 2.139
C 1.842 -2.294 -0.577
N 0.134 0.008 -0.594
N 0.126 -0.242 -0.271
C -0.557 0.356 -1.510
C -2.933 2.386 0.806
O 2.483 -2.238 -0.404
O 1.374 1.518 0.067
H -0.012 -0.245 -0.563
H -1.251 1.031 -0.157
H -0.160 0.394 0.781